# 1
Below is C6H13O4Ru as an isolated structure at a distorted geometry, with properties calculated with the ωB97M-V functional and the def2-TZVPD basis.

**Electronic energy**: -631.69624 Ha
**Maximum force**: 0.0705 hartree/bohr
**ΔE to the lowest compared entry with this formula, charge and spin**: 178.9 kJ/mol
**E_LUMO (alpha / beta)**: -3.90 / -5.50 eV
**⟨S²⟩**: 12.01

```
! wB97M-V def2-TZVPD RIJCOSX def2/J DEFGRID3
* xyz 1 7
C -0.216 -2.603 0.610
O 0.573 -2.140 1.637
H 0.317 -2.597 -0.374
H -0.643 -3.618 0.790
H -1.060 -1.917 0.348
O -0.114 0.782 -2.623
C 1.102 0.750 -2.728
C 1.972 1.196 -1.588
O 1.194 1.467 -0.455
C 1.055 0.267 0.670
C -0.204 0.540 1.448
O -1.255 0.712 0.493
C -2.558 0.433 0.985
Ru -0.785 2.020 -1.011
H 1.581 0.263 -3.596
H 2.530 2.088 -1.926
H 2.727 0.417 -1.386
H 1.936 0.328 1.321
H 1.022 -0.521 -0.092
H -0.125 1.421 2.103
H -0.412 -0.349 2.073
H -3.249 0.582 0.149
H -2.597 -0.613 1.323
H -2.791 1.094 1.831
*
```

Here are the natural (NBO) charges for atoms 1 to 4, given in e: C -0.35; O -0.28; H 0.20; H 0.21


# 2
Below is one molecule with the formula C4H3NO at a distorted geometry, with properties calculated with the ωB97M-V functional and the def2-TZVPD basis.

**Electronic energy**: -284.04490 Ha
**Maximum force**: 0.0858 hartree/bohr
**ΔE to the lowest compared entry with this formula, charge and spin**: 336.6 kJ/mol
**E_LUMO**: 0.71 eV

```
! wB97M-V def2-TZVPD RIJCOSX def2/J DEFGRID3
* xyz 0 1
C -1.112 -0.758 0.105
C -0.061 0.243 0.353
C -1.978 -0.593 -0.820
C -0.113 1.753 0.738
N 0.205 1.384 -0.512
O -2.632 -0.517 -1.774
H -1.109 -1.523 0.876
H 0.770 -0.211 0.704
H 0.672 1.828 -1.249
*
```

Here are the natural (NBO) charges for atoms 1 to 4, given in e: C -0.58; C -0.13; C 0.73; C 0.17


# 3
Below is one molecule with the formula CH4FOP at a distorted geometry, with properties calculated with the ωB97M-V functional and the def2-TZVPD basis.

**Electronic energy**: -556.92024 Ha
**Maximum force**: 0.0639 hartree/bohr
**ΔE to the lowest compared entry with this formula, charge and spin**: 197.7 kJ/mol
**E_LUMO**: 0.71 eV
**SMILES**: OCPF

```
! wB97M-V def2-TZVPD RIJCOSX def2/J DEFGRID3
* xyz 0 1
C -0.117 0.168 0.317
O 0.103 -0.616 1.508
F 2.176 -0.507 -0.555
P 0.607 -0.876 -1.096
H -1.236 0.140 0.304
H 0.281 1.164 0.526
H 0.499 0.176 1.926
H 0.524 0.218 -2.166
*
```

Here are the natural (NBO) charges for atoms 1 to 4, given in e: C -0.40; O -0.71; F -0.59; P 0.93


> What is the formula in the first record?

C6H13O4Ru


> What is the maximum force in the first record?

0.0705 hartree/bohr


Please write out number 3 again, unchanged.
Below is one molecule with the formula CH4FOP at a distorted geometry, with properties calculated with the ωB97M-V functional and the def2-TZVPD basis.

**Electronic energy**: -556.92024 Ha
**Maximum force**: 0.0639 hartree/bohr
**ΔE to the lowest compared entry with this formula, charge and spin**: 197.7 kJ/mol
**E_LUMO**: 0.71 eV
**SMILES**: OCPF

```
! wB97M-V def2-TZVPD RIJCOSX def2/J DEFGRID3
* xyz 0 1
C -0.117 0.168 0.317
O 0.103 -0.616 1.508
F 2.176 -0.507 -0.555
P 0.607 -0.876 -1.096
H -1.236 0.140 0.304
H 0.281 1.164 0.526
H 0.499 0.176 1.926
H 0.524 0.218 -2.166
*
```

Here are the natural (NBO) charges for atoms 1 to 4, given in e: C -0.40; O -0.71; F -0.59; P 0.93